# 1
Molecular formula: C18H30N5OReS
Method: DFT, ωB97M-V/def2-TZVPD

## Properties
* energy relative to the best compared isomer or geometry (same formula, charge and spin): 172.4 kJ/mol
* total charge: +1
* E_HOMO (spin up / spin down): -0.359 / -0.376 Ha
* 2S+1: 2
* ⟨S²⟩: 0.827
* lowest unoccupied orbital energy (spin up / spin down): -0.127 / -0.118 Ha

Each line ends with the Mulliken spin population.
Element x y z (Å)
Re1 0.721 1.218 -0.802  1.02
C1 1.530 4.974 0.328  0.01
C2 0.734 3.827 0.959  0.02
C3 -0.608 4.305 1.529  0.01
O1 0.526 2.825 0.025  0.08
H1 1.707 5.765 1.053  0.00
H2 0.980 5.387 -0.516  0.00
H3 2.489 4.599 -0.024  0.00
H4 1.322 3.394 1.787  0.00
H5 -1.169 4.851 0.774  0.00
H6 -0.446 4.954 2.385  0.00
H7 -1.194 3.445 1.851  0.00
C4 2.402 -1.122 -5.622  0.00
N1 1.561 -0.822 -4.495  0.00
C5 0.378 -1.424 -4.186  0.00
C6 -0.079 -0.830 -3.050  -0.01
N2 0.815 0.131 -2.658  -0.03
C7 1.789 0.107 -3.558  0.00
H8 2.664 -2.180 -5.620  0.00
H9 3.314 -0.531 -5.562  0.00
H10 1.887 -0.886 -6.556  0.00
H11 -0.047 -2.209 -4.776  0.00
H12 -0.978 -1.019 -2.495  -0.01
H13 2.656 0.736 -3.539  0.00
N3 1.545 -0.284 -0.188  -0.17
C8 2.194 -1.081 0.633  0.06
C9 3.403 -0.639 1.231  -0.06
C10 4.087 -1.448 2.104  0.03
C11 3.609 -2.715 2.420  -0.05
C12 2.426 -3.167 1.845  0.03
C13 1.731 -2.381 0.953  -0.05
H14 3.746 0.355 0.984  -0.01
H15 4.995 -1.084 2.558  0.00
H16 4.148 -3.335 3.117  0.00
H17 2.043 -4.141 2.115  0.00
H18 0.816 -2.727 0.494  0.00
C14 -1.958 -1.905 2.444  0.00
N4 -1.834 -0.638 1.751  0.00
C15 -0.775 0.192 2.278  0.02
C16 -2.552 -0.320 0.664  0.01
S1 -2.068 0.848 -0.480  0.10
N5 -3.729 -0.943 0.431  0.01
C17 -4.673 -1.237 1.496  0.00
C18 -4.359 -0.867 -0.871  0.00
H19 -0.965 -2.357 2.505  0.00
H20 -2.610 -2.592 1.913  0.00
H21 -2.336 -1.759 3.459  0.00
H22 -1.101 0.677 3.201  0.00
H23 -0.476 0.955 1.559  0.00
H24 0.100 -0.421 2.494  0.00
H25 -4.291 -0.909 2.458  0.00
H26 -4.900 -2.306 1.531  0.00
H27 -5.602 -0.696 1.296  0.00
H28 -3.610 -0.918 -1.658  0.00
H29 -4.924 0.062 -0.999  0.00
H30 -5.034 -1.715 -0.972  0.00



# 2
Molecular formula: C18H30N8O2PS
Method: DFT, ωB97M-V/def2-TZVPD

## Properties
* total charge: +1
* E_HOMO: -0.373 Ha
* lowest unoccupied orbital energy: -0.149 Ha

Each line ends with the Löwdin charge.
Element x y z (Å)
C1 -2.370 2.436 3.835  -0.18
C2 -2.556 1.788 2.329  -0.52
S1 -0.932 0.984 1.853  0.80
C3 -1.151 -0.313 0.514  -0.44
N1 -1.529 0.273 -0.856  -0.11
C4 -2.872 -0.069 -1.527  -0.17
N2 -3.703 1.210 -1.763  -0.01
C5 -0.644 1.147 -1.439  -0.17
N3 -0.840 1.828 -2.777  0.09
C6 0.298 2.761 -3.132  0.03
N4 1.187 2.585 -1.921  -0.29
P1 2.659 3.590 -1.981  0.96
O1 3.875 3.084 -0.843  -0.33
O2 3.279 3.788 -3.596  -0.31
N5 0.704 1.682 -0.987  0.07
H1 -2.778 1.746 4.688  0.09
H2 -2.806 3.541 3.866  0.10
H3 -1.202 2.547 4.029  0.07
H4 -3.451 1.008 2.352  0.10
H5 -2.904 2.638 1.576  0.10
H6 -0.116 -0.876 0.332  0.13
H7 -1.952 -1.141 0.814  0.10
H8 -3.500 -0.706 -0.738  0.15
H9 -2.752 -0.701 -2.505  0.14
H10 -4.627 1.132 -1.282  0.08
H11 -3.887 1.350 -2.783  0.08
H12 0.459 3.446 -4.074  0.15
H13 4.065 3.896 -0.251  0.09
H14 2.538 4.298 -4.083  0.07
H15 1.211 1.413 -0.093  0.16
N6 -3.831 -4.361 -2.083  0.00
C7 -4.788 -4.669 -3.015  -0.13
C8 -4.269 -4.399 -4.262  -0.11
C9 -2.952 -3.916 -4.075  -0.12
C10 -2.706 -3.907 -2.720  -0.17
H16 -3.938 -4.456 -1.081  0.14
H17 -5.753 -5.051 -2.712  0.11
H18 -4.784 -4.535 -5.204  0.10
H19 -2.257 -3.610 -4.846  0.09
H20 -1.830 -3.614 -2.157  0.10
N7 -0.848 -2.906 2.426  -0.01
C11 -0.513 -3.361 3.675  -0.13
C12 -1.043 -4.623 3.825  -0.10
C13 -1.717 -4.943 2.622  -0.10
C14 -1.578 -3.866 1.775  -0.15
H21 -0.596 -2.003 2.045  0.07
H22 0.071 -2.748 4.349  0.11
H23 -0.953 -5.246 4.705  0.10
H24 -2.246 -5.860 2.398  0.10
H25 -1.937 -3.701 0.768  0.09
N8 7.356 3.032 2.534  0.00
C15 6.400 2.724 1.602  -0.16
C16 6.918 2.994 0.355  -0.13
C17 8.235 3.476 0.542  -0.11
C18 8.481 3.486 1.896  -0.13
H26 7.249 2.937 3.536  0.15
H27 5.434 2.342 1.905  0.10
H28 6.403 2.858 -0.587  0.07
H29 8.931 3.783 -0.230  0.10
H30 9.357 3.778 2.460  0.11



# 3
Molecular formula: C18H30O2
Method: DFT, ωB97M-V/def2-TZVPD

## Properties
* energy relative to the best compared isomer or geometry (same formula, charge and spin): 1560.6 kJ/mol
* E_HOMO: -0.302 Ha
* SMILES string: CC/C=C\C/C=C\C/C=C\CCCCCCCC(=O)O
* lowest unoccupied orbital energy: 0.029 Ha

Each line ends with the Löwdin charge.
Element x y z (Å)
C1 2.257 0.763 -4.378  -0.14
C2 2.701 0.830 -3.162  -0.40
C3 2.924 -0.218 -2.282  -0.19
C4 3.109 -0.118 -1.004  -0.19
C5 3.235 0.814 -0.023  -0.27
C6 3.659 0.520 1.379  0.00
C7 2.719 0.229 2.344  -0.24
C8 1.447 0.068 2.400  -0.27
C9 0.990 -1.317 2.929  0.03
C10 -0.467 -1.554 3.258  -0.04
C11 -1.487 -0.485 3.475  -0.08
C12 -2.443 -0.638 1.985  -0.12
C13 -3.491 0.369 1.957  -0.26
C14 -4.377 0.038 0.884  -0.16
C15 -3.938 1.197 -0.350  -0.07
C16 -2.525 0.876 -0.967  -0.30
C17 -2.151 -0.231 -1.573  -0.25
C18 -0.801 -0.458 -1.953  -0.41
O1 -0.424 -0.540 -3.151  0.08
O2 0.085 -0.614 -0.923  0.15
H1 2.846 0.001 -4.868  0.11
H2 2.132 1.559 -4.828  0.01
H3 1.257 0.186 -4.373  0.12
H4 3.826 1.330 -2.983  0.19
H5 2.294 1.733 -2.519  0.16
H6 2.680 -1.169 -2.786  0.14
H7 3.055 -1.196 -0.387  0.19
H8 2.369 1.394 -0.040  0.11
H9 3.779 1.593 -0.429  0.11
H10 4.626 0.722 1.464  0.06
H11 3.243 0.069 3.262  0.11
H12 0.691 1.073 2.741  0.21
H13 1.129 0.295 1.231  0.15
H14 1.768 -1.900 3.013  0.03
H15 -0.518 -2.417 3.869  0.07
H16 -1.168 0.397 3.402  0.00
H17 -2.118 -0.562 4.199  0.04
H18 -1.673 -0.753 1.250  0.10
H19 -2.705 -1.461 2.117  -0.02
H20 -3.120 1.316 1.992  0.08
H21 -4.056 0.145 3.087  0.19
H22 -4.287 -0.898 0.447  0.07
H23 -5.441 0.292 0.877  0.10
H24 -4.079 2.044 0.065  0.01
H25 -4.675 0.803 -1.262  0.16
H26 -1.800 1.224 -0.179  0.14
H27 -2.451 1.831 -1.666  0.17
H28 -2.598 -1.182 -1.056  0.18
H29 -2.891 -0.558 -2.327  0.16
H30 0.862 -0.460 -1.282  -0.02